w:
C6H11N2 as an isolated structure, computed with ωB97M-V with the def2-TZVPD basis set.

Gap between HOMO and LUMO ... 9.4 eV
Lowest unoccupied orbital energy ... -4.11 eV

ORCA input file:
```
! wB97M-V def2-TZVPD RIJCOSX def2/J DEFGRID3
* xyz 1 1
C -0.06029 -0.21476 -0.17868
C 4.09880 0.35703 0.44319
C -2.34435 -1.13531 0.40454
C -2.41718 -0.67036 -0.93872
C -1.75909 1.49782 0.33832
C -1.43947 0.06932 0.05495
N 1.03573 -0.29418 -0.38914
N 3.45315 -0.50467 -0.20216
H 3.42534 0.96418 1.07000
H 5.12556 0.29979 0.46518
H -3.26037 -1.13342 0.87167
H -1.68759 -1.96637 0.65947
H -2.11614 -1.06466 -1.83818
H -3.33054 -0.05384 -1.10059
H -1.20261 1.64560 1.34316
H -1.18007 2.05673 -0.39787
H 4.05561 -1.19587 -0.74690
H 2.36550 -0.50892 -0.43556
H -2.76199 1.85190 0.57732
*
```

---

x:
An isolated ion of composition C6H11N2 and charge +1, computed with ωB97M-V with the def2-TZVPD basis set.

Gap between HOMO and LUMO ... 10.6 eV
Lowest unoccupied orbital energy ... -2.87 eV
SMILES string ... CN1C[C@@H]2[NH2+][C@@]23C[C@H]13

ORCA input file:
```
! wB97M-V def2-TZVPD RIJCOSX def2/J DEFGRID3
* xyz 1 1
C 0.36386 2.19385 0.60854
N -0.20606 0.90652 0.30865
C -0.50185 0.67025 -1.12105
C -0.63304 -0.85427 -1.25289
N -1.29956 -1.28613 -0.02489
C 0.18139 -1.45973 -0.19043
C 0.99649 -1.65282 1.06287
C 0.97396 -0.31737 0.45409
H 0.57370 2.23711 1.67520
H 1.28176 2.39293 0.04520
H -0.36420 2.96638 0.36502
H 0.27107 1.05683 -1.79622
H -1.44903 1.16067 -1.36662
H -0.90175 -1.30377 -2.19733
H -1.61095 -0.51040 0.57326
H -1.87182 -2.12603 -0.01577
H 1.94725 -2.16454 1.02517
H 0.38637 -1.92201 1.91371
H 1.86240 0.01253 -0.06651
*
```

---

y:
A 2-piece molecular cluster, C6H11N2 overall, computed with ωB97M-V with the def2-TZVPD basis set.

Gap between HOMO and LUMO (alpha / beta) ... 6.7 / 11.4 eV
Lowest unoccupied orbital energy (alpha / beta) ... -6.33 / -3.93 eV

ORCA input file:
```
! wB97M-V def2-TZVPD RIJCOSX def2/J DEFGRID3
* xyz 1 1
C -0.08860 -0.54597 0.72128
C 3.95434 -0.14702 -0.26299
C -0.91762 -1.60847 0.29357
C -1.79290 -1.12685 -0.77078
C -1.82699 0.42269 -0.47837
C -0.14889 1.88931 0.66244
N 2.76249 0.06210 -0.31436
N -0.51783 0.58150 0.37702
H 4.33720 -0.94390 0.26857
H 4.87050 0.42380 -0.57504
H -0.60801 -2.59259 0.04447
H -1.60598 -1.73422 1.22360
H -1.35913 -1.21787 -1.71158
H -2.84189 -1.78168 -0.78303
H -1.74122 0.95270 -1.40208
H -2.56940 0.74853 0.24724
H 0.17214 2.49460 -0.21762
H -0.86382 2.29510 1.34319
H 0.78562 1.82825 1.33445
*
```

---

Which of the structures shown above is the most stable? The most stable is w.